[1]
Density functional theory data (ωB97M-V with the def2-TZVPD basis set) for a molecular structure, C20H46Br10Cl4N2O2 in a non-equilibrium geometry.

Element x y z (Å)
Br1 -4.911 0.429 24.416
C1 -5.248 0.119 26.302
C2 -4.469 -1.104 26.724
Br2 -4.697 -1.386 28.633
H1 -6.306 -0.085 26.440
H2 -5.003 1.023 26.850
H3 -3.402 -1.080 26.527
H4 -4.849 -1.979 26.201
Br3 -3.310 5.082 21.189
C3 -1.714 5.821 20.348
C4 -1.579 5.315 18.954
Br4 -0.011 6.133 18.157
H5 -0.921 5.469 21.000
H6 -1.778 6.901 20.396
H7 -2.442 5.574 18.349
H8 -1.460 4.238 18.910
Br5 4.107 4.235 20.546
C5 2.316 4.509 19.795
C6 1.892 5.936 19.890
Br6 1.591 6.500 21.707
H9 1.654 3.816 20.301
H10 2.434 4.185 18.765
H11 0.919 6.011 19.400
H12 2.575 6.591 19.362
Br7 -0.513 3.425 22.077
C7 -2.124 2.778 22.948
C8 -1.780 1.932 24.131
Br8 -1.259 0.131 23.597
H13 -2.707 2.234 22.211
H14 -2.695 3.669 23.198
H15 -2.549 1.823 24.893
H16 -0.977 2.318 24.763
Br9 -5.435 3.995 23.641
C9 -6.489 5.168 24.775
C10 -7.326 4.388 25.733
Br10 -8.761 3.431 24.822
H17 -7.058 5.836 24.140
H18 -5.744 5.756 25.308
H19 -7.801 5.016 26.485
H20 -6.773 3.624 26.271
C11 -3.034 1.374 20.008
C12 -3.059 0.476 18.777
C13 -2.259 1.081 17.641
O1 -2.604 2.444 17.425
C14 -1.978 2.981 16.276
N1 -2.376 -0.816 19.074
H21 -3.648 0.976 20.812
H22 -3.235 2.425 19.776
H23 -1.989 1.438 20.350
H24 -4.084 0.272 18.464
H25 -2.326 0.479 16.729
H26 -1.197 1.069 17.953
H27 -2.579 3.841 15.971
H28 -2.022 2.271 15.442
H29 -0.944 3.288 16.461
H30 -1.588 -0.582 19.683
H31 -2.976 -1.288 19.760
C15 -4.807 -3.407 22.294
C16 -3.831 -2.804 21.274
C17 -4.175 -3.212 19.872
O2 -4.326 -4.603 19.836
C18 -4.713 -5.099 18.580
N2 -3.763 -1.338 21.339
H32 -4.602 -2.960 23.278
H33 -4.709 -4.484 22.407
H34 -5.852 -3.141 22.103
H35 -2.841 -3.209 21.505
H36 -3.382 -2.874 19.190
H37 -5.112 -2.708 19.575
H38 -3.856 -5.544 18.058
H39 -5.085 -4.308 17.919
H40 -5.483 -5.858 18.710
H41 -4.681 -0.904 21.265
H42 -3.456 -1.094 22.280
C19 2.249 1.287 22.362
Cl1 1.732 0.827 20.716
Cl2 3.287 0.049 23.064
H43 2.771 2.235 22.291
H44 1.365 1.396 22.976
C20 0.670 -2.438 22.041
Cl3 0.895 -2.777 20.320
Cl4 1.751 -3.362 23.069
H45 0.851 -1.380 22.180
H46 -0.368 -2.647 22.278

Atoms 1-3, force components in eV/Å:
-0.32 -0.11 -0.04
-0.07 -0.32 0.24
0.09 -0.25 -0.19

Summary:
Spin multiplicity: 1
Largest force on an atom (eV/Å): 8.15
Charge: 0
LUMO energy (eV): -0.052
E_HOMO (eV): -8.70
E (eV): -779072.623

Löwdin atomic charges, in units of e:
1. Br 0.679
2. C -0.676
3. C -0.719
4. Br 0.638
5. H 0.060
6. H 0.054
7. H 0.047
8. H 0.053
9. Br 0.725
10. C -0.709
11. C -0.586
12. Br 0.963
13. H -0.109
14. H 0.065
15. H 0.067
16. H 0.050
17. Br 0.617
18. C -0.700
19. C -0.846
20. Br 0.649
21. H -0.017
22. H 0.058
23. H -0.316
24. H 0.068
25. Br 0.791
26. C -0.720
27. C -0.676
28. Br 0.701
29. H 0.003
30. H -0.058
31. H 0.010
32. H 0.061
33. Br 0.637
34. C -0.668
35. C -0.694
36. Br 0.605
37. H 0.060
38. H 0.062
39. H 0.063
40. H 0.042
41. C -0.082
42. C -0.389
43. C -0.208
44. O -0.213
45. C -0.115
46. N 0.026
47. H 0.052
48. H 0.047
49. H 0.059
50. H 0.141
51. H 0.124
52. H 0.132
53. H 0.089
54. H 0.087
55. H 0.079
56. H 0.059
57. H -0.012
58. C -0.048
59. C -0.407
60. C -0.240
61. O -0.176
62. C -0.102
63. N 0.015
64. H 0.060
65. H 0.077
66. H 0.086
67. H 0.143
68. H 0.112
69. H 0.140
70. H 0.090
71. H 0.087
72. H 0.086
73. H 0.089
74. H -0.009
75. C -1.037
76. Cl 0.497
77. Cl 0.541
78. H -0.019
79. H -0.053
80. C -1.094
81. Cl 0.509
82. Cl 0.522
83. H -0.080
84. H -0.001


[2]
Density functional theory data (ωB97M-V with the def2-TZVPD basis set) for 2 unconnected molecules or ions with the total composition C17H19N in a non-equilibrium geometry.

Element x y z (Å)
C1 -3.446 1.391 -2.174
C2 -4.551 1.707 -1.162
C3 -3.153 -0.067 -2.347
C4 -4.030 -0.894 -3.064
C5 -2.041 -0.671 -1.789
C6 -3.881 -2.270 -2.979
C7 -1.776 -2.039 -1.873
C8 -2.732 -2.856 -2.466
H1 -3.820 1.795 -3.121
H2 -2.497 1.909 -2.022
H3 -4.625 2.756 -0.902
H4 -4.737 -0.520 -3.798
H5 -1.189 -0.095 -1.438
H6 -4.646 -2.897 -3.423
H7 -0.807 -2.427 -1.591
H8 -2.504 -3.897 -2.666
H9 -4.454 1.070 -0.279
H10 -5.483 1.384 -1.633
C9 2.151 2.436 3.602
C10 3.704 0.132 1.058
C11 3.131 0.302 2.319
C12 2.909 1.700 2.542
C13 3.355 2.305 1.396
C14 3.951 -1.102 0.449
C15 3.855 -2.214 1.261
C16 3.407 -2.066 2.603
C17 2.917 -0.883 3.069
N1 3.823 1.385 0.494
H11 3.988 -1.288 -0.619
H12 4.058 -3.197 0.872
H13 4.220 1.681 -0.378
H14 3.309 -2.996 3.154
H15 3.427 3.367 1.222
H16 2.315 -0.779 3.958
H17 2.784 3.000 4.295
H18 1.638 1.734 4.265
H19 1.431 3.106 3.165

Atoms 1-3, force components in eV/Å:
0.34 0.67 -0.92
-0.01 -1.10 -0.12
-0.68 -0.31 -0.33

Summary:
Spin multiplicity: 1
Largest force on an atom (eV/Å): 1.57
Charge: 0
SMILES: Cc1c[nH]c2ccccc12.CCc1ccccc1
LUMO energy (eV): 0.724
E_HOMO (eV): -7.75
E (eV): -19426.849

Löwdin atomic charges, in units of e:
1. C -0.226
2. C -0.092
3. C -0.251
4. C -0.044
5. C -0.055
6. C -0.097
7. C -0.086
8. C -0.099
9. H 0.107
10. H 0.106
11. H 0.067
12. H 0.115
13. H 0.110
14. H 0.100
15. H 0.100
16. H 0.100
17. H 0.077
18. H 0.071
19. C -0.050
20. C -0.220
21. C -0.140
22. C -0.220
23. C -0.073
24. C -0.031
25. C -0.096
26. C -0.104
27. C -0.031
28. N 0.076
29. H 0.107
30. H 0.092
31. H 0.148
32. H 0.096
33. H 0.122
34. H 0.105
35. H 0.077
36. H 0.072
37. H 0.069


[3]
Density functional theory data (ωB97M-V with the def2-TZVPD basis set) for a single C4H5N3 molecule in a non-equilibrium geometry.

Element x y z (Å)
C1 0.194 -0.801 1.890
C2 0.716 -0.395 0.582
C3 -0.664 0.181 -0.110
C4 -0.656 0.684 -1.503
N1 -1.026 -0.390 2.012
N2 -1.517 0.134 0.795
N3 1.877 -0.595 0.073
H1 0.722 -1.340 2.672
H2 -0.188 1.761 -1.410
H3 -1.725 0.843 -2.024
H4 0.123 0.305 -2.054
H5 2.142 -0.386 -0.923

Atoms 1-3, force components in eV/Å:
-0.85 1.06 0.07
0.29 -0.05 -3.61
3.73 -1.05 0.60

Summary:
Spin multiplicity: 1
Largest force on an atom (eV/Å): 5.19
Charge: 0
SMILES: [H]/N=C1/C=NN=C1C
LUMO energy (eV): -0.945
E_HOMO (eV): -9.41
E (eV): -8696.170

Löwdin atomic charges, in units of e:
1. C -0.105
2. C -0.258
3. C -0.296
4. C -0.045
5. N 0.039
6. N 0.038
7. N 0.158
8. H 0.114
9. H 0.124
10. H 0.138
11. H 0.015
12. H 0.079


[4]
Density functional theory data (ωB97M-V with the def2-TZVPD basis set) for 4 unconnected molecules or ions with the total composition C25H53F9NO15P3S in a non-equilibrium geometry.

Element x y z (Å)
O1 2.518 0.039 -3.510
S1 1.226 0.321 -3.000
O2 0.642 -0.867 -2.456
F1 0.320 0.936 -4.137
N1 1.352 1.481 -1.795
C1 0.027 1.775 -1.170
C2 -0.680 2.995 -1.835
O3 -2.086 2.956 -1.727
C3 -2.657 1.885 -2.442
C4 -3.880 2.329 -3.280
F2 -4.040 1.440 -4.280
F3 -3.524 3.516 -3.850
C5 -5.185 2.613 -2.452
F4 -5.593 3.864 -2.686
F5 -4.867 2.534 -1.132
C6 -6.373 1.648 -2.707
F6 -6.754 1.595 -3.987
F7 -7.434 2.180 -2.034
C7 -6.192 0.234 -2.071
F8 -7.377 -0.405 -2.216
F9 -5.192 -0.459 -2.627
H1 1.875 1.000 -1.058
H2 0.243 2.065 -0.130
H3 -0.605 0.875 -1.099
H4 -0.348 3.891 -1.291
H5 -0.315 3.088 -2.873
H6 -1.964 1.387 -3.140
H7 -2.961 1.109 -1.716
H8 -6.072 0.382 -0.988
O4 -6.025 10.908 -1.916
P1 -6.329 9.500 -1.485
O5 -6.758 8.823 -2.922
C8 -5.730 8.515 -3.865
C9 -4.892 7.329 -3.425
O6 -7.803 9.796 -0.808
C10 -8.172 11.102 -0.365
C11 -8.996 11.812 -1.422
O7 -6.255 8.041 -0.703
C12 -7.397 7.297 -0.266
C13 -8.369 6.891 -1.353
H9 -5.101 9.395 -4.029
H10 -6.227 8.283 -4.808
H11 -4.309 7.570 -2.531
H12 -4.197 7.034 -4.213
H13 -5.525 6.477 -3.175
H14 -7.295 11.684 -0.086
H15 -8.771 10.979 0.540
H16 -8.528 11.759 -2.405
H17 -9.141 12.861 -1.160
H18 -9.976 11.341 -1.516
H19 -7.905 7.830 0.537
H20 -6.991 6.387 0.184
H21 -8.889 7.748 -1.778
H22 -9.125 6.220 -0.939
H23 -7.856 6.378 -2.167
O8 2.425 -1.630 1.523
P2 1.757 -2.890 2.013
O9 2.963 -3.576 2.885
C14 3.260 -3.028 4.172
C15 2.178 -3.343 5.191
O10 1.867 -3.720 0.593
C16 2.007 -3.042 -0.657
C17 3.464 -2.989 -1.074
O11 0.690 -4.029 2.576
C18 0.694 -5.374 2.070
C19 2.018 -6.114 2.239
H24 3.409 -1.947 4.090
H25 4.203 -3.471 4.493
H26 1.244 -2.831 4.944
H27 2.486 -3.023 6.188
H28 1.964 -4.411 5.212
H29 1.567 -2.050 -0.614
H30 1.437 -3.605 -1.399
H31 4.105 -2.637 -0.266
H32 3.596 -2.334 -1.938
H33 3.816 -3.988 -1.341
H34 0.365 -5.390 1.033
H35 -0.076 -5.901 2.638
H36 2.803 -5.690 1.615
H37 1.901 -7.161 1.952
H38 2.361 -6.072 3.273
O12 6.206 -6.216 3.855
P3 6.814 -7.046 2.753
O13 8.305 -7.298 3.420
C20 8.434 -8.277 4.450
C21 8.312 -9.692 3.912
O14 7.152 -5.764 1.759
C22 6.422 -4.546 1.859
C23 7.173 -3.529 2.697
O15 7.141 -8.071 1.484
C24 7.976 -7.743 0.366
C25 9.408 -7.383 0.700
H39 7.690 -8.095 5.231
H40 9.421 -8.138 4.893
H41 7.300 -9.888 3.547
H42 8.537 -10.421 4.693
H43 8.991 -9.850 3.074
H44 5.422 -4.730 2.253
H45 6.293 -4.154 0.847
H46 7.521 -3.956 3.638
H47 6.542 -2.665 2.915
H48 8.061 -3.182 2.163
H49 7.505 -6.966 -0.235
H50 7.987 -8.642 -0.255
H51 9.479 -6.438 1.235
H52 9.986 -7.284 -0.221
H53 9.872 -8.149 1.322

Atoms 1-3, force components in eV/Å:
0.25 1.48 -0.85
2.07 -2.70 1.22
-1.83 0.81 -0.38

Summary:
Spin multiplicity: 1
Largest force on an atom (eV/Å): 8.65
Charge: 0
SMILES: O=S(=O)(F)NCCOCC(F)(F)C(F)(F)C(F)(F)C(F)F.CCOP(=O)(OCC)OCC.CCOP(=O)(OCC)OCC.CCOP(=O)(OCC)OCC
LUMO energy (eV): -1.061
E_HOMO (eV): -10.09
E (eV): -122144.512

Here are the Löwdin charges for atoms 1 to 99, given in e:
1. O -0.243
2. S 0.604
3. O -0.266
4. F -0.124
5. N -0.101
6. C -0.194
7. C -0.184
8. O -0.102
9. C -0.105
10. C -0.383
11. F 0.133
12. F 0.117
13. C -0.341
14. F 0.157
15. F 0.134
16. C -0.373
17. F 0.168
18. F 0.126
19. C -0.298
20. F 0.099
21. F 0.121
22. H 0.119
23. H 0.130
24. H 0.111
25. H 0.134
26. H 0.124
27. H 0.134
28. H 0.142
29. H 0.174
30. O -0.218
31. P 0.643
32. O -0.223
33. C -0.280
34. C -0.079
35. O -0.250
36. C -0.284
37. C -0.074
38. O -0.236
39. C -0.266
40. C -0.074
41. H 0.110
42. H 0.119
43. H 0.072
44. H 0.081
45. H 0.061
46. H 0.104
47. H 0.116
48. H 0.074
49. H 0.077
50. H 0.074
51. H 0.112
52. H 0.119
53. H 0.070
54. H 0.083
55. H 0.071
56. O -0.224
57. P 0.655
58. O -0.245
59. C -0.278
60. C -0.078
61. O -0.257
62. C -0.281
63. C -0.059
64. O -0.238
65. C -0.255
66. C -0.074
67. H 0.111
68. H 0.116
69. H 0.070
70. H 0.080
71. H 0.077
72. H 0.072
73. H 0.122
74. H 0.070
75. H 0.072
76. H 0.077
77. H 0.112
78. H 0.120
79. H 0.062
80. H 0.083
81. H 0.074
82. O -0.217
83. P 0.676
84. O -0.229
85. C -0.286
86. C -0.083
87. O -0.254
88. C -0.282
89. C -0.066
90. O -0.243
91. C -0.267
92. C -0.076
93. H 0.109
94. H 0.118
95. H 0.070
96. H 0.078
97. H 0.074
98. H 0.087
99. H 0.115